Record 1
{
  "formula": "C24H16Cl2F2N2O3",
  "method": "ωB97M-V/def2-TZVPD",
  "total_energy_ha": -2379.42188,
  "smiles": "CC1(CC(=O)c2ccc(F)cc2F)C(=O)N(c2ccc(Cl)cc2)N(c2ccc(Cl)cc2)C1=O",
  "orbital_gap_ev": 8.412,
  "e_homo_ev": -8.536,
  "lumo_ev": -0.124,
  "spin_multiplicity": 1,
  "elements": ["C", "C", "C", "C", "O", "C", "C", "C", "C", "F", "C", "C", "F", "C", "O", "N", "C", "C", "C", "C", "Cl", "C", "C", "N", "C", "C", "C", "C", "Cl", "C", "C", "C", "O", "H", "H", "H", "H", "H", "H", "H", "H", "H", "H", "H", "H", "H", "H", "H", "H"],
  "positions_angstrom": [[-3.17228, -1.52614, 0.34907], [-1.78231, -1.02121, -0.02430], [-0.98282, -2.19551, -0.57024], [0.53613, -2.10708, -0.80384], [0.97173, -0.98602, -1.20858], [1.33111, -3.31485, -0.78884], [1.13506, -4.12093, 0.32704], [1.81930, -5.31869, 0.59805], [2.69162, -5.70190, -0.33881], [3.39859, -6.80364, -0.27569], [2.87490, -4.99451, -1.51681], [2.24828, -3.72575, -1.71510], [2.36843, -3.15129, -2.86839], [-1.16564, -0.42444, 1.13602], [-0.80408, -1.14939, 2.03439], [-0.58074, 0.85053, 0.85218], [0.58871, 1.32277, 1.43291], [1.59653, 1.77017, 0.55328], [2.82563, 2.39051, 0.99700], [2.95596, 2.63162, 2.36997], [4.40547, 3.34360, 3.05353], [2.09057, 2.03672, 3.21128], [0.92163, 1.38015, 2.74690], [-0.97719, 1.32932, -0.44519], [-1.27344, 2.67691, -0.82794], [-1.70920, 3.62890, 0.14439], [-2.20629, 4.87625, -0.13409], [-2.31885, 5.24096, -1.50208], [-3.09560, 6.67040, -1.99684], [-1.77959, 4.39239, -2.48846], [-1.20583, 3.14301, -2.13170], [-1.85124, 0.27879, -0.91971], [-2.65762, 0.33705, -1.87122], [-3.59775, -2.10152, -0.46840], [-3.86553, -0.79085, 0.53775], [-3.19810, -2.27005, 1.14842], [-1.44167, -2.34140, -1.57930], [-1.18247, -3.01061, 0.06436], [0.39974, -3.88617, 1.09195], [1.67796, -5.75980, 1.54727], [3.37414, -5.56626, -2.31997], [1.50699, 1.90844, -0.56192], [3.58162, 2.74307, 0.30288], [2.18967, 2.20195, 4.22751], [0.11457, 1.02585, 3.38042], [-1.59739, 3.31181, 1.15726], [-2.41573, 5.64684, 0.50476], [-1.91909, 4.73042, -3.47286], [-0.82388, 2.39958, -2.93827]],
  "forces_ev_per_a": [[0.5, -2.2, -1.2], [-1.1, 2.5, -1.0], [0.6, 0.5, -1.3], [-0.4, 5.2, -2.4], [-0.8, -3.3, 1.4], [-0.6, -0.2, 1.8], [0.0, -1.3, 1.0], [-1.2, 2.2, 0.6], [0.9, 0.6, -2.2], [0.5, -1.4, 0.6], [-0.4, 1.0, -1.0], [0.8, -3.6, 0.6], [0.3, 1.0, -1.3], [3.9, -0.1, 0.8], [-0.1, 0.9, 1.3], [-2.3, -0.4, 0.6], [2.7, 0.9, -2.4], [2.3, 2.2, -1.4], [-2.2, -0.4, 0.3], [1.6, -0.9, -1.4], [-0.3, 0.1, -0.3], [-2.7, -0.8, -0.6], [-0.7, 0.4, 1.4], [-1.4, -2.8, -0.9], [-0.6, 2.0, 1.4], [0.5, -1.2, 0.1], [0.7, -0.9, -3.6], [1.2, -2.2, 0.1], [-0.2, 0.7, 0.0], [-0.3, -0.3, 2.3], [0.0, -1.6, -1.9], [-1.9, -0.5, -3.0], [2.6, 0.6, 2.5], [0.1, 0.1, -0.5], [-1.4, 2.0, 0.6], [0.6, 0.4, 0.3], [0.5, -0.4, 0.6], [-0.5, -1.2, 0.5], [0.1, 0.5, -0.2], [-0.1, -0.8, 0.6], [0.0, 0.9, 0.4], [-0.4, -0.9, 1.3], [-0.3, -0.1, 0.0], [0.2, 0.0, 1.9], [0.6, 0.0, 0.7], [-0.1, 0.0, 0.7], [-0.7, 1.2, 2.2], [0.3, 0.0, -1.3], [-0.7, 1.6, 1.4]],
  "mulliken_charge": [-2.291, 3.264, -1.917, 0.875, -0.587, 0.081, -0.243, -0.913, 0.550, -0.303, -0.526, 0.330, -0.265, -0.879, -0.608, 0.545, -0.197, 0.378, -0.801, 0.310, -0.215, -0.777, -0.323, 0.622, -0.290, 0.028, -1.082, 0.468, -0.209, -0.790, 0.081, -0.446, -0.652, 0.423, 0.571, 0.439, 0.422, 0.703, 0.285, 0.483, 0.379, 0.282, 0.392, 0.438, 0.382, 0.359, 0.498, 0.450, 0.275]
}


Record 2
{
  "formula": "C24H16Cl5EuIN3O9S2",
  "method": "ωB97M-V/def2-TZVPD",
  "s2": 12.01,
  "total_energy_ha": -5871.25634,
  "relative_energy_kcal_mol": 0.7,
  "charge": -2,
  "orbital_gap_ev": 5.820,
  "e_homo_ev": -2.249,
  "lumo_ev": 3.572,
  "spin_multiplicity": 7,
  "elements": ["Eu", "O", "C", "O", "C", "O", "C", "C", "O", "O", "H", "H", "H", "H", "H", "Cl", "C", "C", "Cl", "C", "Cl", "C", "O", "C", "Cl", "C", "Cl", "S", "C", "C", "N", "C", "S", "C", "N", "C", "C", "O", "C", "C", "C", "C", "C", "C", "O", "H", "H", "H", "H", "H", "H", "H", "N", "C", "O", "C", "I", "H", "H", "H", "H"],
  "positions_angstrom": [[-0.25715, -0.08732, 0.18036], [1.44614, -0.08600, 4.09370], [0.69755, 0.32521, 2.99695], [1.21608, 0.13309, 1.85680], [0.08784, 1.69944, 3.29101], [-0.57501, 2.18380, 2.14901], [0.03047, 3.30631, 1.52198], [0.94154, 2.95678, 0.28633], [1.86758, 3.73280, 0.06661], [0.58440, 1.95611, -0.37982], [1.96631, -0.84546, 3.79335], [-0.63219, 1.64614, 4.11626], [0.92009, 2.35564, 3.58168], [-0.79234, 3.93060, 1.15041], [0.60128, 3.90017, 2.24579], [1.06472, -1.00662, -7.25578], [0.43673, -0.62028, -5.70273], [0.43268, -1.57126, -4.68255], [1.11370, -3.12371, -4.95636], [-0.14002, -1.27892, -3.46295], [-0.24594, -2.41876, -2.17777], [-0.69135, 0.00163, -3.16538], [-1.22612, 0.25033, -2.04297], [-0.65076, 0.93716, -4.23237], [-1.28764, 2.49852, -3.91497], [-0.11286, 0.63506, -5.46720], [-0.15044, 1.79763, -6.73217], [-0.90274, -0.99302, 3.08729], [-2.49498, -0.25863, 2.90303], [-2.96245, 0.56933, 3.91552], [-3.36700, 1.26994, 4.74143], [-3.31337, -0.60483, 1.83937], [-2.84784, -1.49997, 0.44811], [-4.65599, -0.20291, 1.85549], [-5.75706, 0.13701, 1.83584], [4.08586, -0.45920, -1.11520], [2.77233, -1.08922, -0.67175], [1.72595, -0.54151, -1.04279], [2.80722, -2.29121, 0.12927], [3.99746, -3.00901, 0.34153], [4.03846, -4.14430, 1.10878], [2.86320, -4.60035, 1.72011], [1.69055, -3.92608, 1.56531], [1.58555, -2.75513, 0.74766], [0.45883, -2.20329, 0.58451], [3.85746, 0.51951, -1.53213], [4.57084, -1.06851, -1.87830], [4.76178, -0.34283, -0.27213], [4.90260, -2.67940, -0.14954], [4.96423, -4.69026, 1.24069], [2.89181, -5.50229, 2.31836], [0.77285, -4.27063, 2.01957], [-3.37691, 1.84798, -1.54814], [-3.15936, 1.97578, -0.24644], [-2.26426, 1.37029, 0.32970], [-3.99292, 2.92357, 0.58779], [-5.91805, 3.38910, -0.19214], [-2.70469, 1.24006, -2.03153], [-4.09826, 2.32657, -2.05605], [-3.44626, 3.86184, 0.68201], [-4.13017, 2.49346, 1.57756]],
  "forces_ev_per_a": [[-1.2, 0.2, -0.4], [0.2, 0.0, 0.1], [-0.7, 0.3, 1.0], [1.2, 0.4, -0.3], [0.2, 0.0, 0.3], [0.3, 0.0, 0.1], [0.2, -0.1, -0.4], [-0.2, 0.9, 1.1], [0.1, 0.1, -0.1], [-0.1, -0.4, -0.4], [-0.1, 0.1, -0.1], [0.2, 0.0, -0.1], [-0.1, 0.0, 0.0], [0.1, -0.1, 0.0], [0.0, -0.1, -0.1], [0.2, -0.1, -0.3], [0.0, 0.0, 0.0], [-0.2, 0.2, 0.1], [0.1, -0.3, 0.0], [-0.1, 0.2, 0.2], [-0.1, -0.3, -0.5], [0.2, -0.4, -0.7], [0.1, 0.1, 0.2], [0.1, -0.1, 0.3], [-0.1, 0.3, 0.0], [0.0, -0.3, 0.1], [0.0, 0.2, -0.2], [-0.5, -0.2, 0.0], [0.1, -1.0, -1.2], [-0.7, 0.8, 0.9], [0.1, 0.0, 0.1], [1.8, -0.6, 0.3], [-0.3, -0.3, 0.1], [-1.3, 0.6, 0.1], [-0.1, 0.0, 0.0], [-0.4, 0.1, -0.1], [0.2, 0.1, -0.4], [0.8, 0.1, 0.1], [-0.6, -0.1, 0.5], [0.0, 0.1, -0.1], [0.4, -0.1, -0.1], [0.0, 0.0, 0.1], [-0.3, 0.0, -0.1], [0.3, -0.1, -0.3], [0.2, -0.6, 0.2], [0.0, 0.0, 0.0], [0.0, -0.1, 0.0], [0.1, 0.0, 0.1], [0.1, 0.1, 0.0], [0.0, 0.0, 0.0], [0.0, -0.1, 0.1], [-0.1, 0.0, 0.1], [0.1, -0.2, -0.3], [-0.1, -0.1, -0.2], [-0.1, 0.6, 0.0], [0.2, 0.0, 0.2], [-0.1, 0.1, 0.0], [-0.1, 0.1, 0.2], [0.0, 0.1, 0.2], [-0.1, 0.0, 0.0], [-0.1, 0.0, -0.1]],
  "mulliken_spin": [6.056, 0.000, 0.001, -0.011, -0.002, 0.000, 0.000, 0.001, 0.000, -0.005, 0.000, 0.000, 0.000, 0.000, 0.000, 0.000, 0.000, 0.000, 0.000, -0.003, 0.000, 0.002, 0.004, 0.000, 0.000, 0.000, 0.000, -0.005, 0.002, 0.000, 0.000, -0.001, -0.006, 0.001, 0.000, 0.000, -0.004, -0.009, 0.005, 0.001, 0.000, 0.000, -0.001, -0.003, -0.005, 0.000, 0.000, 0.000, 0.000, 0.000, 0.000, 0.000, 0.001, -0.001, -0.018, 0.000, 0.000, 0.000, 0.000, 0.000, 0.000]
}


Record 3
{
  "formula": "C24H16N3O6S2Sc",
  "method": "ωB97M-V/def2-TZVPD",
  "total_energy_ha": -3097.24861,
  "orbital_gap_ev": 7.147,
  "e_homo_ev": -7.331,
  "lumo_ev": -0.184,
  "spin_multiplicity": 1,
  "elements": ["Sc", "C", "C", "N", "C", "C", "C", "C", "C", "C", "C", "N", "C", "C", "C", "C", "C", "C", "C", "C", "N", "C", "H", "H", "H", "H", "H", "H", "H", "H", "H", "H", "H", "H", "O", "S", "O", "O", "C", "C", "C", "C", "C", "C", "S", "O", "O", "O", "H", "H", "H", "H"],
  "positions_angstrom": [[-0.52486, -0.59803, 0.06712], [0.01081, -0.46713, 4.62235], [-0.52542, -0.55709, 3.32824], [0.22539, -0.70915, 2.25766], [1.57067, -0.81613, 2.41515], [2.20227, -0.68086, 3.66491], [1.36681, -0.50742, 4.78688], [3.61512, -0.71902, 3.72834], [4.32102, -0.87714, 2.57155], [3.68863, -1.05293, 1.32392], [2.31111, -1.06566, 1.21962], [1.53071, -1.22391, 0.08784], [2.08388, -1.76591, -1.06316], [3.13202, -2.65782, -1.16314], [3.56917, -3.12599, -2.41839], [2.98046, -2.72717, -3.58308], [1.87128, -1.85179, -3.52626], [1.16404, -1.40677, -4.66216], [0.07932, -0.59265, -4.50442], [-0.32526, -0.23201, -3.20822], [0.31759, -0.61572, -2.12685], [1.41957, -1.39935, -2.27235], [-0.65731, -0.34711, 5.46307], [-1.59069, -0.49084, 3.16387], [1.81155, -0.40828, 5.76990], [4.11131, -0.60892, 4.68346], [5.40344, -0.88074, 2.59895], [4.30547, -1.16691, 0.44568], [3.62416, -3.02432, -0.27473], [4.39936, -3.82050, -2.44568], [3.33083, -3.08298, -4.54309], [1.48651, -1.72364, -5.64670], [-0.48757, -0.23534, -5.35229], [-1.20441, 0.37696, -3.05535], [-2.00376, -1.78973, 1.05126], [-2.87628, -2.08199, -0.11961], [-3.50642, -3.35990, -0.11177], [-2.00194, -1.77050, -1.26651], [-4.17997, -0.84319, -0.09068], [-5.45963, -1.36365, -0.17788], [-6.57907, -0.53915, -0.17562], [-6.41765, 0.82746, -0.08480], [-5.13749, 1.36261, 0.00380], [-4.01482, 0.55239, 0.00360], [-2.46263, 1.44985, 0.13938], [-2.77909, 2.83982, 0.11472], [-1.60614, 0.96859, -0.97650], [-1.76056, 0.94516, 1.33144], [-5.57328, -2.43590, -0.24659], [-7.56487, -0.97867, -0.24338], [-7.27306, 1.48919, -0.08196], [-5.00013, 2.43177, 0.07233]],
  "forces_ev_per_a": [[0.2, 0.0, -0.1], [0.0, 0.0, 0.0], [0.0, 0.0, 0.0], [-0.1, 0.0, 0.2], [0.1, 0.0, 0.0], [0.0, 0.0, -0.1], [0.0, 0.0, 0.0], [0.0, 0.0, 0.0], [0.0, 0.0, 0.0], [-0.1, 0.0, 0.0], [0.0, 0.0, 0.1], [0.1, 0.0, 0.0], [0.0, 0.0, -0.1], [-0.1, 0.0, 0.0], [0.0, 0.0, 0.0], [0.0, 0.0, 0.0], [0.0, 0.0, 0.1], [0.0, 0.0, 0.0], [0.0, 0.0, 0.0], [0.0, 0.0, 0.0], [0.0, 0.0, -0.2], [0.1, 0.0, 0.0], [0.0, 0.0, 0.0], [0.0, 0.0, 0.0], [0.0, 0.0, 0.0], [0.0, 0.0, 0.0], [0.0, 0.0, 0.0], [0.0, 0.0, 0.0], [0.0, 0.0, 0.0], [0.0, 0.0, 0.0], [0.0, 0.0, 0.0], [0.0, 0.0, 0.0], [0.0, 0.0, 0.0], [0.0, 0.0, 0.0], [-0.3, -0.2, 0.2], [0.0, 0.1, 0.0], [0.0, 0.0, 0.0], [0.0, 0.0, 0.0], [0.1, -0.1, 0.0], [-0.1, -0.1, 0.0], [0.1, 0.0, 0.0], [0.1, 0.0, 0.0], [-0.1, 0.1, 0.0], [0.1, 0.1, 0.0], [0.0, 0.0, 0.0], [0.0, -0.1, 0.0], [-0.1, 0.2, -0.2], [0.0, 0.0, 0.0], [0.0, 0.0, 0.0], [0.0, 0.0, 0.0], [0.0, 0.0, 0.0], [0.0, 0.0, 0.0]],
  "mulliken_charge": [0.753, -1.110, 0.037, 0.198, 0.024, 1.061, -0.562, -1.037, -0.877, -0.715, 0.179, -0.037, 0.032, -0.719, -0.843, -1.049, 1.258, -0.618, -0.892, -0.028, 0.036, -0.010, 0.383, 0.493, 0.440, 0.388, 0.381, 0.723, 0.735, 0.386, 0.382, 0.427, 0.404, 0.491, -0.522, 1.698, -0.712, -0.592, 0.029, -0.536, -0.573, -0.606, -0.466, -0.177, 1.612, -0.715, -0.518, -0.583, 0.560, 0.406, 0.407, 0.571]
}


Record 4
{
  "formula": "C24H16O21PV",
  "method": "ωB97M-V/def2-TZVPD",
  "s2": 0.77,
  "total_energy_ha": -3789.72021,
  "charge": -1,
  "orbital_gap_ev": [5.501, 5.551],
  "e_homo_ev": [-5.607, -5.661],
  "lumo_ev": [-0.105, -0.110],
  "spin_multiplicity": 2,
  "elements": ["O", "V", "P", "O", "O", "O", "O", "C", "C", "C", "O", "C", "C", "C", "O", "O", "O", "H", "H", "H", "H", "C", "C", "C", "O", "C", "C", "C", "O", "O", "O", "H", "H", "H", "H", "C", "C", "C", "O", "C", "C", "C", "O", "O", "O", "H", "H", "H", "H", "C", "C", "C", "O", "C", "C", "C", "O", "O", "O", "H", "H", "H", "H"],
  "positions_angstrom": [[-0.99011, 0.38374, -1.67043], [-1.74797, 0.84076, -0.33678], [-3.70575, 2.06168, 0.51675], [-3.75582, 0.83097, -0.52620], [-2.89725, 1.19483, 1.53943], [-5.15238, 2.35739, 0.67988], [-2.66664, 2.75623, -0.44360], [0.07368, -2.03288, -3.70588], [-0.87145, -2.19457, -4.62041], [-1.40105, -3.55106, -5.01040], [-2.37085, -3.69046, -5.71359], [-0.75307, -4.67808, -4.34151], [0.22202, -4.50941, -3.43882], [0.71598, -3.14824, -3.02704], [1.62173, -3.03779, -2.21832], [0.82602, -5.54152, -2.82909], [-1.38904, -1.19581, -5.32298], [0.45593, -1.03357, -3.53772], [-0.97280, -5.69903, -4.63324], [1.53413, -5.14526, -2.28544], [-1.98447, -1.55716, -5.99996], [3.05841, -0.26190, 3.09657], [1.84887, -0.22639, 2.53179], [1.64152, 0.13248, 1.08334], [0.55958, 0.27751, 0.57439], [2.86792, 0.40562, 0.32922], [4.07597, 0.27555, 0.89833], [4.27364, 0.12307, 2.37141], [5.33323, 0.34081, 2.89748], [5.20635, 0.34983, 0.18992], [0.73589, -0.62023, 3.15346], [3.13743, -0.61777, 4.11825], [2.91944, 0.54514, -0.74454], [5.93075, 0.27515, 0.83722], [0.82844, -0.48238, 4.10449], [-0.76016, -3.06007, 1.55742], [-0.77615, -3.86550, 2.62549], [-1.91034, -3.97435, 3.60930], [-2.09896, -4.93636, 4.31210], [-2.85329, -2.86475, 3.51136], [-2.78119, -1.92873, 2.53530], [-1.70589, -1.95406, 1.45698], [-1.77640, -1.19511, 0.53875], [-3.73878, -1.03499, 2.41544], [0.18308, -4.78547, 2.78560], [0.08363, -3.09913, 0.87744], [-3.55072, -2.71736, 4.32568], [-3.39683, -0.15237, 2.00742], [-0.10427, -5.44962, 3.43253], [-0.42623, 6.38807, 0.16072], [-0.81480, 5.16108, -0.26510], [0.18276, 4.15404, -0.77058], [-0.12189, 3.05287, -1.04797], [1.56935, 4.62433, -0.83005], [1.94109, 5.84166, -0.42470], [0.95306, 6.81417, 0.15873], [1.35384, 7.88495, 0.57800], [3.22066, 6.26423, -0.47443], [-2.06593, 4.81161, -0.24252], [-1.14158, 7.11044, 0.53018], [2.31840, 4.01220, -1.31971], [3.20519, 7.16798, -0.09804], [-2.19595, 3.80297, -0.46131]],
  "forces_ev_per_a": [[-1.0, 0.5, 1.3], [-1.9, -1.1, -2.3], [-3.6, -4.5, -2.9], [2.0, -1.5, -1.0], [1.6, 1.9, 1.7], [1.2, 2.0, 1.3], [0.2, -2.2, 1.2], [1.0, 0.7, 0.5], [-0.6, -0.4, -1.2], [0.3, -0.8, 1.8], [-0.2, 0.5, -0.9], [0.6, -0.6, -0.2], [0.1, -0.2, 0.3], [-0.5, 0.6, -0.5], [-0.2, -0.5, -0.1], [0.1, 0.4, -0.1], [0.1, 0.4, -0.1], [-0.1, 0.0, 0.3], [-0.4, 0.2, 0.0], [-0.1, 0.0, 0.1], [-0.1, -0.1, 0.2], [0.2, 0.0, 0.4], [-0.1, -0.8, -0.2], [1.0, 1.1, -0.7], [-0.7, 0.0, 0.6], [1.0, -0.7, -0.1], [0.1, 0.2, -0.2], [-1.8, -0.1, 0.2], [1.0, -0.2, 0.0], [0.2, 0.0, 0.2], [-0.5, 0.5, 0.1], [0.2, 0.2, 0.0], [-0.8, 0.1, 0.0], [0.0, 0.2, -0.1], [-0.1, -0.2, 0.0], [0.6, 0.8, 0.2], [0.3, -1.4, -0.1], [-1.7, 2.2, -1.2], [1.0, -1.0, 0.5], [0.8, 0.0, 0.6], [-0.9, 0.5, 0.2], [-0.8, -2.0, 1.4], [0.6, 1.4, -1.4], [0.9, -0.1, 0.3], [0.3, -0.2, -0.1], [-0.2, 0.0, -0.1], [-0.3, -0.3, -0.3], [-0.3, 0.2, -0.4], [-0.2, 0.2, 0.2], [0.9, 0.8, 0.2], [-1.7, 0.5, 0.2], [1.7, 3.0, 1.0], [-0.7, -3.0, -0.8], [0.7, 0.1, -0.7], [0.3, -0.1, 0.2], [-1.2, -0.8, -0.2], [0.7, 0.5, 0.1], [-0.5, 0.2, 0.1], [2.2, 3.8, 0.2], [-0.1, -0.2, 0.0], [-0.1, -0.3, 0.2], [-0.1, -0.1, 0.0], [-0.5, -0.5, 0.1]],
  "mulliken_spin": [-0.165, 1.181, 0.000, -0.037, 0.000, -0.001, -0.005, 0.000, 0.002, 0.000, 0.000, 0.000, 0.000, 0.000, 0.000, 0.000, 0.000, -0.002, 0.000, 0.000, 0.000, 0.000, -0.001, 0.001, 0.009, 0.001, 0.000, 0.000, 0.000, 0.000, 0.000, 0.000, 0.000, 0.000, 0.000, -0.002, 0.004, 0.000, 0.002, 0.000, -0.002, 0.004, -0.002, 0.000, 0.001, 0.000, 0.000, -0.001, 0.000, -0.001, -0.003, 0.005, 0.005, 0.001, 0.000, 0.000, 0.000, 0.000, 0.001, 0.000, 0.000, 0.000, 0.003]
}